1.
Density functional theory data (the ωB97M-V functional and the def2-TZVPD basis) for an isolated ion of composition C6H17N6 and charge +1.

Results
LUMO in Eh: -0.108
Net charge: +1
SMILES: [H]/N=C1/[C@@H](NNC)[C@H](N)[N@@H+](C)N1C

Atoms and positions in Å:
H  1.99  2.87  -0.38
N  1.24  2.46  0.15
C  1.00  1.25  0.20
C  -0.22  0.75  0.88
N  -1.22  0.86  -0.15
N  -2.59  0.64  0.33
C  -3.45  0.21  -0.76
C  0.02  -0.73  1.32
N  0.57  -0.83  2.58
N  0.98  -1.05  -0.04
C  0.14  -1.37  -1.14
N  1.74  0.14  -0.16
C  2.92  -0.01  -1.01
H  -0.62  1.26  1.76
H  -1.04  1.83  -0.43
H  -2.95  1.44  0.71
H  -3.09  -0.79  -1.20
H  -4.40  -0.13  -0.47
H  -3.70  0.91  -1.57
H  -0.76  -1.37  1.12
H  0.64  -1.78  3.01
H  1.43  -0.28  2.76
H  1.71  -1.82  0.30
H  -0.56  -0.55  -1.20
H  0.72  -1.34  -2.00
H  -0.22  -2.38  -1.01
H  2.69  -0.04  -2.10
H  3.51  0.80  -0.75
H  3.49  -0.94  -0.75

***

2.
Density functional theory data (the ωB97M-V functional and the def2-TZVPD basis) for a 2-piece molecular cluster, C6H17NO overall.

Results
⟨S²⟩: 0.75
LUMO (spin up / spin down) in Eh: 0.133 / 0.128
Net charge: -1
Spin multiplicity: 2

Atoms and positions in Å:
C  -1.03  -1.25  -1.41
C  -0.48  0.20  -1.31
C  0.79  0.37  -0.38
C  1.67  -0.91  -0.42
C  0.40  0.61  1.11
C  -0.47  1.85  1.28
N  -0.39  0.96  -2.53
H  -0.80  -1.86  -2.26
H  -0.90  -1.75  -0.44
H  -2.11  -1.17  -1.46
H  -1.33  0.64  -0.76
H  1.57  1.08  -0.69
H  2.45  -0.94  -1.15
H  2.19  -0.97  0.57
H  1.06  -1.77  -0.66
H  -0.24  -0.30  1.40
H  1.29  0.47  1.73
H  -1.15  1.82  2.13
H  -1.11  2.00  0.40
H  0.19  2.74  1.16
H  0.39  1.60  -2.55
H  -0.39  0.42  -3.38
H  0.08  -1.86  3.28
H  -0.96  -0.55  3.33
O  -0.73  -1.42  2.99

***

3.
Density functional theory data (the ωB97M-V functional and the def2-TZVPD basis) for a 2-piece molecular cluster, C6H17NO overall.

Results
⟨S²⟩: 0.75
LUMO (spin up / spin down) in Eh: 0.119 / 0.118
Net charge: -1
Spin multiplicity: 2

Atoms and positions in Å:
C  -0.60  -0.93  1.79
N  -0.67  0.37  0.92
C  -0.59  0.04  -0.54
C  0.88  0.16  -1.05
C  1.96  -0.90  -0.53
C  3.22  -0.52  -1.39
C  -1.55  0.70  -1.43
H  -0.07  -1.72  1.34
H  -1.52  -1.28  2.05
H  -0.05  -0.59  2.71
H  -1.61  0.70  1.21
H  -1.04  -0.97  -0.54
H  0.98  -0.10  -2.15
H  1.16  1.13  -0.71
H  2.37  -0.79  0.40
H  1.65  -1.97  -0.46
H  3.24  0.40  -1.97
H  3.54  -1.25  -1.97
H  4.17  -0.16  -0.87
H  -2.29  1.24  -0.82
H  -1.93  0.08  -2.22
H  -1.11  1.55  -2.07
H  -2.86  2.14  2.97
H  -3.60  0.86  2.87
O  -3.66  1.80  2.45

***

4.
Density functional theory data (the ωB97M-V functional and the def2-TZVPD basis) for a 2-piece molecular cluster, C6H17NO overall.

Results
LUMO in Eh: 0.029
SMILES: CNCCC(C)C.O

Atoms and positions in Å:
C  -1.55  0.85  1.96
N  -0.26  0.36  2.45
C  0.45  -0.44  1.48
C  0.98  0.32  0.23
C  0.77  -0.48  -1.05
C  1.68  -1.68  -1.21
C  0.79  0.46  -2.30
H  -1.57  1.78  1.40
H  -2.25  0.85  2.80
H  -1.97  0.04  1.37
H  0.26  1.08  2.92
H  -0.18  -1.25  1.11
H  1.23  -0.98  2.01
H  0.46  1.28  0.20
H  2.03  0.59  0.35
H  -0.29  -0.72  -1.11
H  2.50  -1.73  -1.93
H  1.12  -2.60  -1.37
H  2.26  -1.86  -0.30
H  1.13  -0.04  -3.19
H  1.50  1.29  -2.15
H  -0.18  0.95  -2.44
O  -3.36  0.77  -0.35
H  -2.56  1.30  -0.48
H  -2.99  -0.12  -0.39

***

5.
Density functional theory data (the ωB97M-V functional and the def2-TZVPD basis) for a 2-piece molecular cluster, C6H17NO overall.

Results
LUMO in Eh: 0.028
SMILES: CCCCCCN.O

Atoms and positions in Å:
C  -1.36  0.51  -2.35
C  -1.68  -0.65  -1.49
C  -0.56  -1.51  -0.89
C  0.59  -0.79  -0.06
C  0.00  0.03  1.12
C  0.20  -0.40  2.56
N  0.91  0.54  3.45
H  -0.33  0.34  -2.63
H  -1.25  1.50  -1.88
H  -2.16  0.61  -3.11
H  -2.30  -1.41  -1.94
H  -2.10  -0.20  -0.55
H  0.03  -2.10  -1.64
H  -0.97  -2.06  -0.07
H  1.49  -1.31  0.28
H  0.97  0.08  -0.77
H  -1.09  0.18  0.90
H  0.41  1.07  1.03
H  -0.79  -0.67  2.90
H  0.82  -1.32  2.73
H  1.79  0.87  3.11
H  0.42  1.28  3.97
O  2.05  2.03  -1.80
H  2.96  1.73  -1.96
H  1.93  1.64  -0.93

***

6.
Density functional theory data (the ωB97M-V functional and the def2-TZVPD basis) for a 2-piece molecular cluster, C6H17NO overall.

Results
LUMO in Eh: 0.033
SMILES: CCCCN(C)C.O

Atoms and positions in Å:
C  0.35  0.51  -3.62
C  -0.02  1.22  -2.31
C  0.44  0.44  -1.06
C  -0.71  0.38  -0.01
N  -0.38  -0.55  1.08
C  -1.29  -0.38  2.20
C  -0.36  -1.93  0.57
H  0.27  1.21  -4.46
H  1.36  0.10  -3.63
H  -0.33  -0.32  -3.78
H  -1.11  1.20  -2.29
H  0.38  2.23  -2.29
H  1.30  0.88  -0.55
H  0.84  -0.53  -1.34
H  -0.64  1.38  0.40
H  -1.63  0.09  -0.53
H  -0.92  0.41  2.85
H  -1.32  -1.30  2.80
H  -2.35  -0.30  1.95
H  0.68  -2.11  0.30
H  -0.82  -2.06  -0.42
H  -0.59  -2.64  1.35
O  1.83  0.36  2.89
H  1.49  1.20  2.57
H  1.52  -0.26  2.21

***

7.
Density functional theory data (the ωB97M-V functional and the def2-TZVPD basis) for a 2-piece molecular cluster, C6H17NO overall.

Results
LUMO in Eh: 0.032
SMILES: CC(C)N.CCCO

Atoms and positions in Å:
C  -0.21  1.44  -2.20
C  0.65  0.27  -1.75
C  1.63  -0.16  -2.83
N  1.32  0.62  -0.49
H  -0.92  1.72  -1.43
H  0.39  2.31  -2.45
H  -0.78  1.16  -3.08
H  0.01  -0.58  -1.49
H  2.24  0.69  -3.17
H  1.11  -0.55  -3.70
H  2.32  -0.92  -2.47
H  1.87  -0.12  -0.08
H  1.79  1.52  -0.51
C  -0.29  -1.39  3.06
C  -1.62  -0.86  2.58
C  -1.47  -0.07  1.27
O  -0.44  0.87  1.35
H  -0.36  -1.81  4.07
H  0.46  -0.61  3.08
H  0.10  -2.19  2.43
H  -2.32  -1.66  2.38
H  -2.06  -0.18  3.31
H  -1.28  -0.80  0.46
H  -2.40  0.47  1.06
H  0.25  0.81  0.60

***

8.
Density functional theory data (the ωB97M-V functional and the def2-TZVPD basis) for a 2-piece molecular cluster, C6H17NO overall.

Results
LUMO in Eh: 0.034
SMILES: CCN[C@@H](C)CC.O

Atoms and positions in Å:
C  -1.68  2.32  -0.56
C  -0.83  1.35  0.24
N  -0.57  0.17  -0.58
C  0.43  -0.76  -0.04
C  -0.20  -1.78  0.99
C  1.05  -1.50  -1.23
C  2.13  -0.73  -1.98
H  -1.07  3.02  -1.13
H  -2.27  2.99  0.08
H  -2.42  1.92  -1.26
H  -1.43  1.08  1.12
H  0.10  1.79  0.50
H  -1.45  -0.23  -0.85
H  1.13  -0.16  0.52
H  -1.27  -1.61  0.93
H  0.08  -2.80  0.73
H  0.22  -1.61  1.98
H  1.41  -2.46  -0.86
H  0.24  -1.79  -1.89
H  3.14  -1.08  -1.78
H  1.91  -0.76  -3.04
H  2.11  0.34  -1.73
O  -0.52  0.67  3.54
H  -0.60  0.56  2.59
H  0.35  1.06  3.70

***

9.
Density functional theory data (the ωB97M-V functional and the def2-TZVPD basis) for a 3-piece molecular cluster, C6H17NO3 overall.

Results
LUMO in Eh: 0.011
SMILES: CCC[C@@H](C)NC=O.O.O

Atoms and positions in Å:
C  -2.35  -1.30  -0.98
C  -1.47  -0.03  -1.11
C  0.01  -0.28  -1.35
C  0.77  -0.60  -0.02
C  1.88  -1.59  -0.35
N  1.28  0.58  0.69
C  1.02  0.74  1.99
O  0.20  0.17  2.68
H  -1.81  -2.07  -1.53
H  -3.39  -1.17  -1.26
H  -2.33  -1.68  0.05
H  -1.84  0.46  -2.03
H  -1.64  0.63  -0.27
H  0.42  0.65  -1.78
H  0.32  -1.04  -2.08
H  0.06  -1.04  0.69
H  2.43  -1.79  0.60
H  2.77  -1.18  -0.85
H  1.65  -2.62  -0.62
H  1.63  1.28  0.04
H  1.66  1.57  2.40
O  -2.95  0.78  2.22
H  -2.07  0.41  2.38
H  -3.32  -0.01  1.80
O  2.42  2.83  -0.83
H  1.77  3.48  -0.51
H  2.87  2.84  0.02

***

Max |F|, respectively: 0.105 0.053 0.101 0.049 0.077 0.045 0.022 0.041 0.062 Eh/bohr.
E, respectively: -566.98483 -368.70163 -368.64760 -368.75304 -368.72562 -368.75795 -368.78535 -368.76779 -519.26651 a.u..